C6H14Br2Si in the gas phase at a distorted geometry, computed with ωB97M-V/def2-TZVPD.

The structure (SMILES) is [SiH3][C@@H](Br)CCCCCBr. The calculation puts the relative energy (zero: lowest compared OMol25 entry of this formula, charge and spin) at 369.1 kJ/mol. For the orbital gap, the calculation gives 10.66 eV. The value obtained for the maximum force is 3.459 eV Å⁻¹.

Geometry as ORCA input:
```
! wB97M-V def2-TZVPD RIJCOSX def2/J DEFGRID3
* xyz 0 1
Si 2.852 1.930 0.323
C 2.637 0.189 -0.401
Br 4.317 -0.850 -0.075
C 1.434 -0.651 0.138
C 0.070 -0.083 -0.337
C -1.124 -0.845 0.224
C -2.471 -0.263 -0.298
C -3.605 -1.010 0.360
Br -5.291 -0.175 -0.102
H 1.557 2.336 -0.099
H 3.970 2.622 -0.307
H 2.845 1.936 1.703
H 2.526 0.263 -1.483
H 1.275 -0.749 1.345
H 1.687 -1.765 -0.237
H 0.158 -0.124 -1.368
H -0.068 0.896 0.003
H -1.380 -0.559 1.253
H -1.057 -1.870 -0.153
H -2.539 0.752 0.030
H -2.578 -0.370 -1.414
H -3.395 -0.867 1.407
H -3.695 -1.972 0.060
*
```

Atomic partial charges in e from the Mulliken method, atoms 1 to 8: 0.61 -0.30 -0.20 -0.56 -0.84 -0.75 -0.76 -0.72